Record 1
Here is a structure of composition C47H59IrN7O4PS from the OMol25 dataset. Energies are from ωB97M-V/def2-TZVPD.

Atoms and positions in Å:
Ir -0.35762 0.22673 -0.23416
O 0.87189 -0.94204 3.44841
C 0.66831 -0.41433 2.38691
N -0.52667 -0.33040 1.69026
C -1.71531 -0.92083 2.08680
O -1.99054 -1.33845 3.17932
C -2.70611 -0.96335 0.94353
C -3.95338 -1.50840 1.15827
C -4.86957 -1.52196 0.11628
C -4.49394 -0.98655 -1.10196
C -3.22006 -0.46436 -1.25075
N -2.33612 -0.44845 -0.25071
C 1.77135 0.33996 1.66617
C 2.95002 0.62019 2.32513
C 3.87398 1.45583 1.71526
C 3.57738 1.98246 0.46866
C 2.38814 1.63442 -0.14703
N 1.50799 0.81685 0.43253
H -4.17718 -1.89832 2.14160
H -5.85672 -1.94115 0.25685
H -5.17117 -0.97082 -1.94416
H -2.89056 -0.03063 -2.17967
H 3.10160 0.19776 3.30909
H 4.80277 1.70327 2.21159
H 4.26145 2.64946 -0.03711
H 2.13228 1.98278 -1.13586
C -2.50524 4.70223 -2.30566
N -1.87502 4.15454 -1.10066
C -1.53486 4.94007 -0.05732
C -1.01830 4.40705 1.06483
C -0.83372 2.99709 1.11307
N -1.02263 2.22089 0.02412
C -1.66837 2.78107 -1.07930
O -2.02913 2.12523 -2.03551
N -0.47067 2.45010 2.26939
H -2.64675 5.76951 -2.16277
H -3.46467 4.21952 -2.47089
H -1.87114 4.52297 -3.17146
H -1.72894 5.99802 -0.16646
H -0.79473 5.01502 1.92697
H -0.40678 3.03666 3.08437
H -0.60022 1.45773 2.40147
N 0.27167 0.55970 -2.24545
S 0.30369 1.77294 -3.28832
C 1.87327 1.57208 -4.10439
C 2.11055 0.45958 -4.90472
C 3.37355 0.27804 -5.44165
C 4.37994 1.20502 -5.18708
C 4.12791 2.31868 -4.40026
C 2.86555 2.50722 -3.85123
C -0.79519 1.49685 -4.67277
C -0.72915 2.38809 -5.73626
C -1.60504 2.22631 -6.79694
C -2.53208 1.19031 -6.78346
C -2.58527 0.31224 -5.71137
C -1.71397 0.46763 -4.64089
H 0.61880 -0.30080 -2.65951
H 1.31190 -0.24153 -5.12290
H 3.57273 -0.57700 -6.07395
H 5.36108 1.06387 -5.62020
H 4.90768 3.04698 -4.22306
H 2.65302 3.37986 -3.24438
H 0.00366 3.18684 -5.75020
H -1.56166 2.90626 -7.63681
H -3.21405 1.06874 -7.61406
H -3.30740 -0.49361 -5.70940
H -1.73424 -0.20288 -3.79279
O 0.17873 -1.78392 -0.68035
P 1.04516 -3.02450 -0.95245
C 1.64911 -3.75680 0.61541
C 0.69940 -3.62498 1.82417
C -0.23084 -4.80166 2.10277
C 0.50584 -6.13313 2.07230
C 1.22879 -6.30855 0.74372
C 2.23327 -5.18412 0.50205
C 2.45372 -2.57195 -2.03346
C 3.42861 -3.71119 -2.39834
C 4.60879 -3.85448 -1.43765
C 5.34107 -2.53359 -1.24312
C 4.38187 -1.48206 -0.70041
C 3.20131 -1.28805 -1.64693
C 0.18500 -4.34032 -1.90168
C 0.15570 -4.20288 -3.43275
C -0.84039 -3.15088 -3.90063
C -2.24247 -3.49429 -3.40422
C -2.25565 -3.63055 -1.88653
C -1.23276 -4.64398 -1.39412
H 2.49294 -3.08488 0.81719
H 0.11041 -2.72105 1.72246
H 1.33120 -3.47839 2.70320
H -1.05941 -4.82392 1.38870
H -0.68664 -4.63794 3.08098
H -0.18985 -6.95663 2.23705
H 1.23348 -6.16790 2.88970
H 0.49264 -6.35860 -0.06458
H 1.76718 -7.25749 0.72384
H 2.73912 -5.33520 -0.45294
H 3.01371 -5.26418 1.26493
H 1.89306 -2.32124 -2.94346
H 3.82600 -3.48408 -3.39342
H 2.90687 -4.66479 -2.50029
H 5.28478 -4.61735 -1.82650
H 4.27113 -4.21215 -0.46113
H 5.74841 -2.19144 -2.20091
H 6.18862 -2.66569 -0.56985
H 4.89463 -0.52581 -0.57431
H 4.03820 -1.77991 0.29664
H 3.58133 -0.84511 -2.57585
H 2.48878 -0.57582 -1.24646
H 0.81239 -5.20681 -1.66664
H -0.15533 -5.17627 -3.82565
H 1.14655 -4.02492 -3.84734
H -0.82348 -3.07500 -4.99005
H -0.54548 -2.17005 -3.50673
H -2.55841 -4.43654 -3.86309
H -2.96661 -2.74032 -3.72330
H -3.24940 -3.91345 -1.53313
H -2.01610 -2.66413 -1.44238
H -1.49955 -5.64167 -1.75755
H -1.25647 -4.69883 -0.30663

Summary:
Orbital gap: 8.473 eV
Charge: +2
LUMO: -5.13 eV
Energy relative to the best compared isomer or geometry (same formula, charge and spin): 0.00 kJ/mol

=====

Record 2
Here is a structure of composition C47H60Cl2GaO4 from the OMol25 dataset. Energies are from ωB97M-V/def2-TZVPD.

Atoms and positions in Å:
Ga 0.55504 -0.75759 -0.28400
C 2.18398 -0.19748 -3.01621
O 1.30748 0.21869 -1.95046
C 0.45357 1.32768 -2.22100
C 0.80019 2.53639 -1.63814
C 2.07697 2.69623 -0.85317
C 2.01392 2.53511 0.65481
C 2.81555 3.37532 1.42510
C 2.92850 3.24506 2.80078
C 2.22280 2.20204 3.39407
C 1.41112 1.33845 2.67379
C 0.80369 0.15908 3.41087
C -0.60114 -0.25336 3.05405
C -1.69393 0.37096 3.63824
C -3.00066 0.00787 3.32447
C -3.18386 -1.01861 2.40403
C -2.12485 -1.66794 1.78007
C -2.42244 -2.68862 0.69972
C -2.83403 -1.99467 -0.57829
C -4.16774 -1.74091 -0.85331
C -4.57494 -1.01770 -1.97334
C -3.58053 -0.55688 -2.82560
C -2.23039 -0.79475 -2.58595
C -1.17176 -0.19924 -3.48509
C -0.71336 1.13972 -2.94408
C -1.54168 2.24597 -3.09125
C -1.25465 3.48222 -2.52259
C -0.07031 3.60491 -1.80140
C -2.24492 4.63193 -2.68975
C -2.43424 4.92906 -4.18348
C -3.59003 4.21885 -2.07353
C -1.76843 5.90868 -1.99755
C -1.86326 -1.52082 -1.46036
O -0.53622 -1.81353 -1.23488
C -6.06025 -0.75053 -2.20456
C -6.61941 0.03265 -1.00774
C -6.80678 -2.08482 -2.33676
C -6.30783 0.06893 -3.47100
C -0.84895 -1.26507 2.13970
O 0.28455 -1.81920 1.47647
C 0.71404 -3.12425 1.91185
C -4.21941 0.70029 3.92931
C -5.08366 -0.33509 4.66161
C -5.03467 1.34210 2.79687
C -3.82735 1.79395 4.92258
C 1.27277 1.53655 1.29187
O 0.38889 0.78445 0.58481
C 3.78266 4.17392 3.66050
C 4.86143 3.35367 4.38115
C 4.47437 5.25435 2.82935
C 2.88742 4.86335 4.69980
H 2.18710 0.57621 -3.77997
H 3.18618 -0.31044 -2.60451
H 1.83867 -1.13987 -3.43604
H 2.82531 1.99622 -1.23692
H 2.47116 3.69255 -1.05788
H 3.36597 4.15194 0.91023
H 2.30509 2.04382 4.46360
H 1.47280 -0.69760 3.28611
H 0.82129 0.39649 4.47545
H -1.50106 1.16410 4.34836
H -4.18841 -1.32040 2.13221
H -1.56562 -3.33177 0.50891
H -3.23992 -3.32449 1.04130
H -4.91313 -2.12291 -0.16449
H -3.84601 0.00481 -3.71190
H -0.34202 -0.89609 -3.58578
H -1.59220 -0.04454 -4.47937
H -2.45874 2.11533 -3.65328
H 0.19590 4.54703 -1.34094
H -2.82104 4.06336 -4.72237
H -3.14451 5.74718 -4.31417
H -1.48922 5.22098 -4.64488
H -4.00496 3.33604 -2.56269
H -3.47713 3.99345 -1.01127
H -4.31260 5.03027 -2.17746
H -0.82288 6.26470 -2.41107
H -2.50868 6.69608 -2.14338
H -1.64661 5.76426 -0.92234
H -6.52476 -0.53191 -0.07856
H -6.09095 0.98017 -0.88311
H -7.67893 0.24692 -1.16006
H -6.70188 -2.69631 -1.43968
H -7.87186 -1.90608 -2.49562
H -6.42646 -2.65951 -3.18295
H -5.82744 1.04851 -3.41814
H -5.94951 -0.44737 -4.36356
H -7.37909 0.23364 -3.59272
H 0.21386 -3.35546 2.84903
H 0.46563 -3.86895 1.15858
H 1.79130 -3.08979 2.06992
H -5.43548 -1.11778 3.98850
H -4.52267 -0.80926 5.46887
H -5.96005 0.14998 5.09461
H -5.38376 0.60033 2.07702
H -5.91007 1.84805 3.20816
H -4.43533 2.07777 2.25680
H -3.25982 1.39200 5.76413
H -3.23701 2.57953 4.44708
H -4.72943 2.25641 5.32455
H 5.51216 2.85178 3.66238
H 5.47823 4.00731 5.00057
H 4.42509 2.59448 5.03144
H 5.15470 4.82487 2.09126
H 3.75319 5.88852 2.31036
H 5.06352 5.89460 3.48690
H 2.40393 4.14060 5.35823
H 3.48267 5.53504 5.32093
H 2.10738 5.44996 4.21131
Cl 2.35005 -2.82074 -0.97162
C 3.76639 -2.13429 -0.14089
Cl 3.30353 -0.60533 0.62302
H 4.54105 -1.94858 -0.87541
H 4.09150 -2.83245 0.62133

Summary:
Orbital gap: 7.849 eV
Charge: +1
LUMO: -2.71 eV

=====

| no. | largest force on an atom (eV/A) |
| --- | --- |
| 1 | 0.510 |
| 2 | 0.105 |